The following is a DFT calculation (ωB97M-V/def2-TZVPD) of one molecule with the formula C6H15N.

SMILES: CN[C@H](C)C(C)C
frontier orbital gap: 0.357 Ha
energy relative to the best compared isomer or geometry (same formula, charge and spin): 307.4 kJ/mol
E_LUMO: 0.0375 Ha
total energy: -7952.58076 eV
spin multiplicity: 1

```
22
Properties=species:S:1:pos:R:3:forces:R:3
H 1.0423 2.0255 1.4126 -2.150 -0.972 -0.350
C 1.3960 0.9317 -1.1781 1.591 -3.697 -0.340
H -0.8633 -0.5701 1.2403 0.478 1.636 -1.130
H 2.1507 0.4155 -1.8952 -1.224 0.339 1.213
H -2.1315 0.5937 -0.6789 -0.525 0.203 0.072
H -1.1350 2.2027 -0.3695 -1.429 -2.604 0.917
N 0.7572 -1.5794 -0.7072 1.088 -0.118 0.660
H -2.2159 1.4556 1.0794 0.658 -0.415 -2.795
H 1.4335 -1.6872 0.0276 0.577 -1.182 0.258
C 0.3935 1.0796 1.6520 0.876 2.461 0.868
C 0.4098 -0.1795 -0.5670 -4.301 1.394 -3.793
H 0.9019 1.5722 -1.8849 -0.390 0.887 0.561
C -0.4614 0.3588 0.6571 1.089 -1.958 -0.610
H -0.4893 -0.2715 -1.3533 1.804 1.021 1.007
H -0.7032 -2.3808 0.6546 0.178 -0.292 -2.205
H -0.1870 1.2914 2.5762 0.647 -0.106 -0.384
C -0.3817 -2.4635 -0.4886 -2.431 -1.087 2.230
H -1.3349 -2.1635 -1.1000 1.988 -0.284 0.918
H 1.2624 0.5079 1.8456 0.617 -1.451 0.940
C -1.6079 1.1618 0.0760 0.698 3.310 2.640
H -0.2926 -3.6225 -0.6041 0.701 2.248 -0.302
H 2.0566 1.3217 -0.3947 -0.540 0.669 -0.375
```
Positions in Å, forces in eV/Å.

These are the natural (NBO) partial charges, in e, on atoms 1 to 4: 0.210 -0.645 0.208 0.224

---

The following is a DFT calculation (ωB97M-V/def2-TZVPD) of one molecule with the formula C6H15N.

SMILES: CCCNCCC
frontier orbital gap: 0.363 Ha
energy relative to the best compared isomer or geometry (same formula, charge and spin): 83.0 kJ/mol
E_LUMO: 0.0435 Ha
total energy: -7954.90633 eV
spin multiplicity: 1

```
22
Properties=species:S:1:pos:R:3:forces:R:3
C -0.9833 2.9975 0.3242 -0.143 0.066 1.406
C -1.4571 1.5995 0.7249 -0.389 0.175 -2.110
H -1.9868 1.5833 1.6730 0.478 -0.279 0.312
H 0.2171 0.8798 -0.4028 -0.082 -0.070 -0.220
H -1.5226 -0.7430 -0.6546 -0.172 -0.104 0.014
H 1.0011 -3.0326 -1.2413 0.033 -0.135 0.113
N -1.0335 -0.7668 0.2318 0.264 0.180 0.135
H 2.5089 -1.5314 0.4444 -0.063 -0.335 0.133
C 0.8693 -1.9944 -0.9400 0.697 0.261 0.437
H 2.1137 -0.2739 -0.6407 0.313 0.096 -0.285
H -2.2356 1.3880 -0.0244 -0.200 -0.124 0.228
H 0.4789 -1.4762 -1.8152 -0.266 -0.009 -0.085
H -0.5183 2.9778 -0.6572 0.172 0.219 0.060
H -0.7352 -2.7867 0.1927 -0.508 -0.546 0.132
H -0.3560 3.4371 1.1086 0.543 -0.193 -0.422
H 0.2810 0.4444 1.2824 0.006 -0.101 -0.055
H -1.8240 3.6747 0.3358 -0.434 0.206 -0.424
C -0.4040 0.5282 0.4291 -0.019 0.208 1.330
H 0.4219 -1.9490 1.1784 -0.074 0.167 0.096
H 3.0687 -1.6972 -1.1951 -0.195 0.165 -0.229
C -0.1295 -1.9034 0.2384 0.227 0.006 -0.825
C 2.2256 -1.3559 -0.5925 -0.189 0.146 0.258
```
Positions in Å, forces in eV/Å.

These are the natural (NBO) partial charges, in e, on atoms 1 to 4: -0.607 -0.396 0.212 0.158

---

The following is a DFT calculation (ωB97M-V/def2-TZVPD) of an isolated ion of composition C6H15N and charge +1.

frontier orbital gap (alpha / beta): 0.478 / 0.305 Ha
total charge: +1
energy relative to the best compared isomer or geometry (same formula, charge and spin): 56.3 kJ/mol
E_LUMO (alpha / beta): -0.1012 / -0.2781 Ha
total energy: -7946.83265 eV
spin multiplicity: 2

```
22
Properties=species:S:1:pos:R:3:forces:R:3
H -0.2196 0.4357 -1.2244 -0.176 -0.478 -0.709
C 1.9488 -0.8315 -1.5476 -0.176 0.955 0.052
C 0.6922 -1.4014 -0.8753 0.234 -1.489 -1.285
C -2.4942 1.2872 1.8676 0.742 0.120 0.978
H -1.3840 1.9607 0.0902 0.356 -0.127 0.258
H 2.4909 -1.5873 -2.1082 -0.015 -0.311 0.364
H -1.8181 0.8958 2.6415 -0.224 0.003 -0.019
H 2.7362 1.0304 -0.6195 -0.164 -0.077 -0.220
H 2.5074 -0.3018 0.4778 0.193 -0.073 0.074
H -1.6608 -1.0553 0.7084 -0.066 -0.092 0.103
H 1.6113 -0.1394 -2.3156 -0.094 0.070 -0.296
H 0.2712 -2.1648 -1.5656 0.021 0.093 -0.046
H -0.3244 -0.2115 1.3724 0.480 -0.006 -0.274
H -2.6768 0.8141 -0.1834 -0.030 0.415 -0.238
H -3.4713 0.8402 2.0288 0.031 -0.185 -0.306
N -0.3379 -0.4488 -0.7206 1.050 1.632 1.532
H -2.5771 2.3336 2.1090 -0.174 0.430 -0.098
H 0.9102 -1.9893 0.0196 -0.297 0.421 0.282
C -1.0140 -0.1893 0.5181 -0.746 -0.261 0.264
C 2.8120 -0.0556 -0.5415 -0.007 -0.035 0.324
C -1.8664 1.0728 0.5033 -1.058 -0.898 -0.714
H 3.8645 -0.2944 -0.6350 0.119 -0.108 -0.027
```
Positions in Å, forces in eV/Å.

These are the natural (NBO) partial charges, in e, on atoms 1 to 4: 0.415 -0.405 -0.285 -0.616

---

The following is a DFT calculation (ωB97M-V/def2-TZVPD) of an isolated ion of composition C6H15N and charge +1.

frontier orbital gap (alpha / beta): 0.485 / 0.298 Ha
total charge: +1
energy relative to the best compared isomer or geometry (same formula, charge and spin): 253.2 kJ/mol
E_LUMO (alpha / beta): -0.0970 / -0.2825 Ha
total energy: -7944.79275 eV
spin multiplicity: 2

```
22
Properties=species:S:1:pos:R:3:forces:R:3
H -0.7050 1.6129 -1.7962 -0.322 2.087 0.091
H 2.5548 -2.0223 1.3448 0.541 -0.261 1.099
N -0.3906 -0.0360 -0.6330 -0.811 5.706 0.641
H 1.8735 0.4071 1.2419 -0.204 -0.207 0.015
H -3.0574 0.4100 0.2236 2.086 -0.213 2.553
C -0.8537 0.6357 0.7363 1.270 0.857 -0.340
H 2.9164 -0.2189 0.0477 0.269 0.449 -0.167
H 1.2020 1.3501 -1.0492 -0.126 -1.237 0.389
C 1.7432 -1.7536 0.7217 0.653 0.996 -1.998
H -0.9368 0.1982 -2.8145 0.372 0.443 1.381
H -2.3116 0.3681 -1.7542 2.339 1.799 0.452
C 1.8857 -0.2755 0.3868 1.378 0.881 -0.054
H -2.6860 1.1400 1.9033 0.895 -1.470 -0.823
H -0.0507 0.3675 1.4782 -1.272 -0.055 -0.652
H -2.2948 -0.6857 1.5489 -0.420 0.331 0.309
H 1.2718 -0.3959 -1.6751 0.519 0.904 0.399
C 1.0786 0.2557 -0.7816 -0.739 -2.325 -1.050
H 0.8025 -1.9384 1.1777 -0.826 -0.916 0.075
H 2.0258 -2.2505 -0.2392 -1.122 -0.294 0.737
H -0.6191 1.8042 0.5583 -0.717 -2.491 -0.088
C -2.2772 0.3432 1.1841 -1.998 1.026 -2.271
C -1.1714 0.6841 -1.8102 -1.764 -6.010 -0.698
```
Positions in Å, forces in eV/Å.

These are the natural (NBO) partial charges, in e, on atoms 1 to 4: 0.242 0.243 0.064 0.216

---

Question: Which of these has the highest total energy?
Answer: number 4

---

Question: Which value of total energy does entry 2 give?
Answer: -7954.90633 eV